# C8H19NO

A cluster of 2 separate species, C8H19NO in total in a non-equilibrium geometry (the ωB97M-V functional and the def2-TZVPD basis, the Open Molecules 2025 dataset).

Last column: Löwdin charge in e.
Geometry (Å):
C (-1.96752, -0.43201, -1.91397)  -0.306
C (-2.73477, 0.46354, -0.94758)  -0.123
C (-0.60666, 0.13344, -2.43226)  -0.110
H (-2.54094, -0.70562, -2.75495)  0.083
H (-1.80179, -1.47356, -1.55894)  0.094
H (-3.74235, -0.03345, -0.68047)  0.118
H (-2.20205, 0.80106, -0.11318)  -0.016
H (0.05243, 0.49747, -1.58481)  0.015
H (-2.96330, 1.46952, -1.35904)  0.092
H (-0.84528, 0.98838, -3.06888)  0.086
H (0.14433, -0.64257, -2.73985)  0.088
C (2.00727, -0.67733, 2.18232)  -0.075
C (2.62558, -1.61437, 1.01320)  0.012
C (-0.36615, -1.00696, 1.19877)  0.051
C (0.15802, 2.03301, 0.11166)  -0.009
C (1.10916, 1.24994, 1.05121)  -0.375
O (1.89714, 1.75468, 1.74943)  0.181
N (0.92493, -0.22257, 1.23668)  0.003
H (1.63748, -1.06556, 3.07704)  0.108
H (2.78410, 0.19627, 2.40576)  0.163
H (2.36411, -1.58629, 0.10644)  -0.012
H (2.73715, -2.64921, 1.20834)  0.083
H (-0.26453, -1.83714, 1.92932)  0.114
H (-0.26915, 2.93865, 0.66643)  0.123
H (3.67636, -1.09275, 0.80981)  0.154
H (-1.18212, -0.34227, 1.56069)  0.118
H (-0.40668, -1.29732, 0.03904)  0.142
H (0.66706, 2.29793, -0.93915)  0.150
H (-0.89184, 1.85510, -0.25306)  0.049

Forces on the atoms, in the same order (eV/Å):
C 1.8 -0.7 0.5
C -2.5 -0.4 -1.4
C 0.9 -0.5 2.1
H -1.0 0.3 -1.2
H 0.0 0.6 0.7
H 1.7 0.9 -0.1
H 0.6 -0.6 1.7
H -1.2 0.0 -0.8
H -0.2 -0.7 -0.6
H 0.7 -0.3 -0.4
H -1.3 0.5 -1.1
C 1.6 1.4 -4.3
C 5.8 1.6 7.0
C 1.3 0.4 -1.9
C -0.9 2.4 -1.5
C -3.7 0.3 -2.2
O 1.0 1.4 0.3
N 0.5 0.6 3.6
H -0.7 -1.3 1.1
H -2.1 -2.3 -0.4
H -3.6 0.8 -7.0
H 0.2 -0.9 0.9
H 0.0 0.3 -0.9
H 2.0 -0.4 -0.4
H -1.7 -1.5 0.9
H 0.4 -0.4 -0.7
H -0.7 0.3 2.8
H -0.6 -0.1 2.8
H 1.5 -1.8 0.6

The spin multiplicity is 2. The lowest unoccupied orbital energy (spin up / spin down) is -3.3 / -7.3 eV. Its HOMO energy (spin up / spin down) is -0.5288 / -0.5294 Eh. The charge is +1.

---

# C4H10N2O

The molecule C4H10N2O in a non-equilibrium geometry (the ωB97M-V functional and the def2-TZVPD basis, the Open Molecules 2025 dataset).

Last column: Löwdin charge in e.
Geometry (Å):
N (-1.34714, 2.07757, 0.40458)  -0.049
C (-1.66645, 0.74337, 0.90726)  -0.313
C (-0.66953, -0.39491, 0.71191)  -0.232
N (0.33477, -0.30481, -0.35603)  -0.079
C (1.67491, -0.98862, -0.42441)  -0.201
C (2.17207, -1.24968, -1.73268)  -0.224
O (2.77689, -2.26168, -2.20441)  0.020
H (-1.76030, 2.78435, 1.07326)  0.080
H (-1.73656, 2.23148, -0.62340)  0.126
H (-2.55659, 0.33491, 0.44940)  0.082
H (-2.11763, 0.81937, 1.96320)  0.135
H (-1.25543, -1.30878, 0.60422)  0.113
H (-0.03286, -0.33496, 1.59505)  0.103
H (0.56760, 0.67819, -0.42022)  0.081
H (2.30619, -0.56926, 0.30244)  0.117
H (1.45699, -1.92671, 0.02630)  0.117
H (1.85307, -0.32983, -2.27644)  0.125

Forces on the atoms, in the same order (eV/Å):
N -1.1 1.1 -1.3
C -2.2 0.0 0.0
C 2.5 -0.3 1.3
N 0.3 1.9 -2.8
C -3.8 -1.9 4.0
C 1.9 -1.8 -3.7
O -2.3 4.0 2.1
H 0.6 -1.0 -1.6
H 1.0 -0.3 3.2
H -0.6 0.3 -0.8
H 1.6 -0.2 -1.1
H 0.4 -0.1 0.4
H -0.4 -0.9 0.9
H -0.4 0.3 -0.2
H 1.7 1.0 0.5
H 0.1 -1.4 0.5
H 0.6 -0.7 -1.4

The spin multiplicity is 1. The lowest unoccupied orbital energy is 0.7 eV. As for the SMILES: NCCNCC=O. Its HOMO energy is -0.3252 Eh. The charge is 0.

---

In order of appearance, ΔE to the lowest compared entry with this formula, charge and spin = 3.590, 3.946 eV.